(1)
C43H91BCl2N2O15S2 | the ωB97M-V functional and the def2-TZVPD basis

Results
molar mass: 1022.052 g mol⁻¹
largest force on an atom: 3.9 eV/A
HOMO energy: -8.4 eV

CARTESIAN COORDINATES (ANGSTROEM)
C -0.74 2.30 3.84
O -2.14 2.44 4.22
B -2.75 1.20 3.95
O -2.20 0.09 4.61
N -3.91 0.99 3.03
Cl -5.13 2.09 3.57
C -3.57 1.17 1.60
C -4.92 0.85 0.79
C -5.68 -0.44 1.28
C -6.15 -1.22 -0.02
C -7.28 -2.28 0.24
S -6.80 -3.99 -0.25
O -5.72 -3.99 -1.23
O -7.96 -4.67 -0.82
Cl -6.19 -4.96 1.46
C -3.20 2.65 1.19
C -2.79 2.78 -0.36
C -1.25 2.99 -0.50
O -0.58 2.30 -1.23
O -0.68 4.02 0.21
C -2.49 0.16 1.04
O -2.53 -1.15 1.61
C -1.22 -1.59 2.04
C -0.57 -2.40 0.85
C 0.84 -1.91 0.42
C 1.23 -0.55 0.14
C 2.59 -0.21 -0.30
C 3.61 -1.26 -0.48
C 3.29 -2.65 -0.17
C 1.90 -2.95 0.28
N -1.44 -2.45 3.26
C -2.25 -3.34 3.03
S -2.84 -4.79 2.69
H -0.45 3.27 3.37
H -0.64 1.51 3.05
H -0.07 2.10 4.71
H -2.86 -0.62 4.67
H -5.64 1.71 0.87
H -4.73 0.73 -0.31
H -6.64 -0.15 1.79
H -5.10 -1.08 1.98
H -5.25 -1.64 -0.55
H -6.56 -0.45 -0.73
H -8.13 -2.04 -0.46
H -7.70 -2.25 1.28
H -4.10 3.31 1.30
H -2.34 3.07 1.76
H -3.26 3.72 -0.76
H -3.14 1.93 -0.98
H 0.29 3.99 0.12
H -1.49 0.66 1.09
H -2.71 0.04 -0.06
H -0.58 -0.74 2.39
H -0.51 -3.50 1.01
H -1.24 -2.25 -0.04
H 0.45 0.24 0.26
H 2.83 0.85 -0.54
H 4.62 -1.00 -0.86
H 4.04 -3.47 -0.28
H 1.66 -4.02 0.52
C 7.53 1.54 -2.71
C 7.20 0.05 -2.67
C 7.30 -0.57 -4.06
O 5.88 -0.13 -2.16
H 6.83 2.08 -3.35
H 7.45 1.97 -1.71
H 8.55 1.71 -3.08
H 7.88 -0.46 -1.99
H 6.60 -0.10 -4.75
H 7.05 -1.63 -4.02
H 8.31 -0.46 -4.46
H 5.27 0.32 -2.76
C 10.03 -3.47 -5.23
C 9.41 -2.75 -6.41
C 10.09 -3.14 -7.71
O 9.53 -1.33 -6.22
H 11.09 -3.22 -5.12
H 9.54 -3.17 -4.30
H 9.94 -4.55 -5.33
H 8.35 -2.98 -6.47
H 11.15 -2.87 -7.70
H 9.65 -2.60 -8.55
H 10.01 -4.21 -7.90
H 10.47 -1.12 -6.17
C 2.04 -8.66 -0.80
C 1.42 -7.41 -0.19
C 0.38 -6.80 -1.12
O 2.44 -6.45 0.08
H 2.56 -8.41 -1.74
H 2.79 -9.08 -0.13
H 1.29 -9.42 -1.01
H 0.95 -7.67 0.76
H 0.84 -6.49 -2.06
H -0.05 -5.90 -0.67
H -0.42 -7.50 -1.33
H 2.86 -6.22 -0.75
C 10.19 1.38 -10.68
C 9.61 -0.02 -10.83
C 8.09 0.02 -10.87
O 10.03 -0.83 -9.74
H 9.86 1.84 -9.75
H 11.28 1.33 -10.64
H 9.90 2.02 -11.51
H 9.99 -0.48 -11.74
H 7.68 0.43 -9.94
H 7.68 -0.99 -10.97
H 7.73 0.62 -11.71
H 9.70 -0.44 -8.92
C -4.54 6.11 -2.42
C -4.78 6.89 -1.13
C -4.16 8.27 -1.20
O -4.22 6.17 -0.03
H -3.47 5.98 -2.60
H -4.98 5.12 -2.36
H -4.97 6.63 -3.28
H -5.85 6.97 -0.95
H -3.08 8.21 -1.34
H -4.33 8.81 -0.26
H -4.58 8.86 -2.02
H -3.27 6.09 -0.19
C -8.17 1.69 5.50
C -9.40 1.21 4.75
C -10.66 1.34 5.60
O -9.23 -0.15 4.36
H -8.01 1.09 6.40
H -7.28 1.58 4.88
H -8.27 2.74 5.80
H -9.52 1.80 3.83
H -10.58 0.73 6.50
H -11.53 0.99 5.04
H -10.83 2.38 5.89
H -9.12 -0.67 5.16
C 3.36 -2.26 5.73
C 3.00 -2.64 4.31
C 3.97 -3.63 3.72
O 3.00 -1.47 3.49
H 4.35 -1.79 5.77
H 2.65 -1.52 6.12
H 3.36 -3.13 6.39
H 1.99 -3.06 4.29
H 4.98 -3.22 3.68
H 3.68 -3.86 2.69
H 4.00 -4.56 4.30
H 3.89 -1.10 3.51
C -6.60 5.58 6.02
C -6.38 5.16 7.46
C -5.64 6.23 8.25
O -5.65 3.94 7.50
H -5.64 5.73 5.51
H -7.12 4.80 5.47
H -7.17 6.50 5.96
H -7.35 4.97 7.94
H -4.65 6.40 7.82
H -5.48 5.90 9.28
H -6.19 7.17 8.25
H -4.79 4.09 7.08

***

(2)
C43H92F8N4O5PS | the ωB97M-V functional and the def2-TZVPD basis

Results
charge: +1
molar mass: 960.257 g mol⁻¹
largest force on an atom: 1.7 eV/A
HOMO energy: -11.3 eV

CARTESIAN COORDINATES (ANGSTROEM)
C 4.16 -4.39 2.29
C 4.87 -3.30 1.47
C 3.92 -2.36 0.72
C 3.68 -1.01 1.43
C 3.45 0.18 0.47
C 2.10 0.91 0.56
P 2.25 2.25 -0.76
N 2.54 1.77 -2.21
C 0.89 0.11 0.01
N 1.31 -0.95 -0.82
N -0.23 -0.28 1.07
S -0.35 -2.04 1.34
O -0.88 -2.57 0.13
O 0.87 -2.50 1.89
C -1.79 -2.25 2.56
F -2.26 -3.43 2.20
F -2.69 -1.31 2.27
C -1.56 -2.28 4.11
F -2.72 -2.73 4.59
F -1.38 -1.03 4.57
C -0.42 -3.19 4.66
F -0.71 -3.51 5.90
F -0.30 -4.28 3.93
F 0.72 -2.51 4.65
C -0.23 0.43 2.40
C 0.49 1.77 2.44
C -0.23 2.87 1.64
O -1.06 2.26 0.66
O -2.38 2.84 0.67
C 0.46 2.19 3.93
C -0.92 2.31 4.57
F 1.21 1.25 4.67
C 1.97 1.50 2.01
C 2.94 2.66 2.29
C 3.65 2.62 3.65
O 4.24 1.34 3.82
C 4.74 3.70 3.67
N 5.66 3.63 4.80
H 3.89 -4.00 3.28
H 4.83 -5.22 2.47
H 3.26 -4.74 1.78
H 5.49 -2.72 2.16
H 5.56 -3.77 0.77
H 4.37 -2.14 -0.25
H 2.98 -2.89 0.55
H 4.57 -0.80 2.01
H 2.88 -1.11 2.17
H 3.64 -0.15 -0.55
H 4.23 0.92 0.66
H 3.22 3.16 -0.31
H 1.04 2.96 -0.71
H 2.62 0.76 -2.33
H 0.34 0.78 -0.65
H 0.60 -1.34 -1.42
H 1.80 -1.69 -0.33
H -1.13 -0.07 0.62
H -1.27 0.55 2.69
H 0.29 -0.21 3.11
H 0.49 3.54 1.17
H -0.85 3.51 2.27
H -2.84 2.34 1.37
H 0.97 3.16 4.01
H -1.08 1.51 5.29
H -1.02 3.26 5.09
H -1.73 2.29 3.84
H 2.27 0.70 2.69
H 2.45 3.63 2.21
H 3.75 2.66 1.57
H 2.97 2.87 4.47
H 3.83 0.87 4.55
H 4.25 4.67 3.69
H 5.33 3.58 2.76
H 6.41 2.99 4.58
H 5.21 3.22 5.61
C 5.96 -5.84 -5.06
C 5.13 -4.58 -5.30
C 5.43 -3.46 -4.32
C 5.14 -3.79 -2.85
C 3.70 -4.21 -2.56
C 2.68 -3.12 -2.88
H 5.77 -6.28 -4.08
H 5.74 -6.60 -5.81
H 7.03 -5.61 -5.12
H 4.07 -4.84 -5.27
H 5.32 -4.22 -6.31
H 4.86 -2.57 -4.61
H 6.48 -3.18 -4.41
H 5.38 -2.91 -2.24
H 5.81 -4.58 -2.51
H 3.62 -4.46 -1.50
H 3.45 -5.12 -3.11
H 2.90 -2.21 -2.32
H 1.67 -3.45 -2.62
H 2.68 -2.86 -3.94
C -8.92 2.89 1.87
C -8.26 2.97 3.24
C -6.84 3.54 3.20
C -5.85 2.72 2.38
C -5.68 1.27 2.82
C -5.14 1.11 4.24
H -8.38 2.23 1.19
H -9.94 2.52 1.95
H -8.97 3.88 1.40
H -8.25 1.98 3.70
H -8.86 3.60 3.89
H -6.47 3.65 4.23
H -6.88 4.55 2.79
H -4.87 3.22 2.43
H -6.14 2.74 1.33
H -4.99 0.77 2.12
H -6.63 0.73 2.73
H -4.17 1.61 4.34
H -5.01 0.06 4.50
H -5.82 1.54 4.97
C 9.20 -2.70 -9.43
C 10.37 -3.00 -8.50
C 9.98 -3.87 -7.30
C 8.95 -3.24 -6.36
C 9.35 -1.88 -5.78
C 10.61 -1.94 -4.91
H 8.42 -2.13 -8.93
H 9.52 -2.11 -10.29
H 8.75 -3.62 -9.81
H 10.82 -2.07 -8.16
H 11.14 -3.53 -9.07
H 10.89 -4.11 -6.74
H 9.59 -4.82 -7.66
H 8.76 -3.94 -5.54
H 8.00 -3.13 -6.89
H 8.52 -1.51 -5.17
H 9.49 -1.15 -6.58
H 10.48 -2.64 -4.09
H 10.83 -0.96 -4.49
H 11.48 -2.26 -5.49
C -12.98 5.45 1.72
C -12.89 3.96 1.40
C -12.41 3.67 -0.02
C -13.33 4.20 -1.12
C -14.77 3.69 -1.07
C -14.89 2.18 -1.21
H -13.70 5.96 1.08
H -13.29 5.61 2.76
H -12.01 5.94 1.59
H -13.86 3.49 1.58
H -12.19 3.49 2.11
H -12.29 2.59 -0.14
H -11.42 4.10 -0.15
H -12.89 3.93 -2.09
H -13.34 5.29 -1.10
H -15.33 4.17 -1.87
H -15.24 4.01 -0.13
H -14.45 1.85 -2.16
H -15.93 1.87 -1.20
H -14.38 1.65 -0.41

***

(3)
C43H99O24 | the ωB97M-V functional and the def2-TZVPD basis

Results
charge: -1
molar mass: 1000.241 g mol⁻¹
energy above the lowest of the compared OMol25 structures with the same formula, charge and spin: 112.1 kcal/mol
largest force on an atom: 4.8 eV/A
HOMO energy: -3.6 eV

CARTESIAN COORDINATES (ANGSTROEM)
O -0.26 -1.48 0.21
C 0.71 -0.59 0.49
O 1.46 -0.26 -0.48
O 0.91 -0.08 1.58
H 0.06 -1.61 -0.68
C 0.73 5.92 8.04
O -0.43 5.47 7.40
C -1.25 6.53 7.05
C -2.69 6.06 6.69
O -2.68 5.32 5.48
C -3.92 4.95 4.96
C -3.66 4.23 3.64
O -3.23 2.91 3.88
C -3.37 2.00 2.75
H 1.40 5.06 8.06
H 0.63 6.17 9.10
H 1.38 6.64 7.55
H -0.78 7.14 6.28
H -1.35 7.23 7.89
H -3.40 6.88 6.69
H -3.03 5.43 7.51
H -4.62 5.78 4.89
H -4.45 4.24 5.59
H -2.91 4.81 3.10
H -4.59 4.27 3.06
H -3.16 1.01 3.16
H -2.74 2.36 1.94
H -4.39 1.93 2.37
C -11.15 -1.02 -0.47
O -10.68 -1.24 -1.77
C -9.25 -1.51 -1.75
C -8.33 -0.24 -1.61
O -8.48 0.55 -2.81
C -7.76 1.75 -2.78
C -6.30 1.63 -3.34
O -5.47 0.69 -2.61
C -4.35 0.30 -3.39
H -12.24 -0.98 -0.52
H -10.74 -0.11 -0.02
H -10.89 -1.76 0.29
H -9.20 -2.01 -2.72
H -8.99 -2.17 -0.92
H -7.33 -0.54 -1.31
H -8.70 0.41 -0.81
H -7.70 2.15 -1.77
H -8.27 2.52 -3.36
H -5.95 2.66 -3.42
H -6.40 1.22 -4.34
H -4.72 -0.41 -4.13
H -3.67 -0.20 -2.69
H -3.84 1.16 -3.81
C 5.14 -0.66 -9.63
O 4.26 -0.71 -8.62
C 2.95 -1.05 -9.11
C 1.91 -1.13 -8.02
O 2.14 -2.19 -7.16
C 1.05 -2.44 -6.23
C 1.42 -3.64 -5.40
O 0.73 -3.61 -4.19
C 1.47 -4.36 -3.17
H 6.12 -0.40 -9.25
H 4.86 0.01 -10.44
H 5.36 -1.66 -10.00
H 3.01 -2.01 -9.63
H 2.56 -0.33 -9.83
H 0.90 -1.13 -8.44
H 1.98 -0.26 -7.37
H 0.07 -2.61 -6.69
H 1.05 -1.53 -5.63
H 2.48 -3.41 -5.27
H 1.53 -4.63 -5.85
H 0.81 -4.55 -2.33
H 2.32 -3.75 -2.88
H 1.65 -5.36 -3.58
C 5.67 -0.54 2.79
O 6.40 0.04 1.74
C 7.86 0.07 1.94
C 8.57 0.75 0.84
O 8.35 2.16 0.92
C 9.30 2.99 0.41
C 8.98 4.49 0.70
O 7.78 4.79 0.08
C 7.35 6.08 0.42
H 4.81 -1.04 2.34
H 5.35 0.26 3.47
H 6.15 -1.27 3.43
H 8.25 -0.94 2.08
H 8.00 0.64 2.86
H 8.29 0.33 -0.13
H 9.65 0.66 0.95
H 9.16 2.95 -0.67
H 10.34 2.81 0.65
H 9.83 5.14 0.53
H 8.82 4.49 1.78
H 7.32 6.27 1.50
H 6.31 6.11 0.09
H 7.93 6.85 -0.08
C 0.45 4.12 -2.64
O 1.75 3.94 -3.17
C 2.06 4.79 -4.28
C 3.38 4.28 -4.90
O 4.51 4.21 -4.06
C 5.73 3.80 -4.59
C 5.79 2.29 -4.67
O 5.48 1.67 -3.46
C 5.03 0.30 -3.58
H -0.28 4.11 -3.45
H 0.36 4.99 -1.98
H 0.30 3.25 -2.00
H 2.17 5.84 -3.99
H 1.26 4.75 -5.02
H 3.67 4.96 -5.70
H 3.29 3.28 -5.32
H 6.47 4.10 -3.84
H 5.96 4.21 -5.57
H 6.79 2.08 -5.06
H 5.09 1.91 -5.42
H 4.11 0.23 -4.17
H 4.72 -0.14 -2.63
H 5.72 -0.41 -4.04
C 0.16 1.00 10.67
O 0.92 0.48 9.57
C 1.74 -0.67 9.96
C 2.46 -1.23 8.75
O 1.58 -1.46 7.68
C 0.79 -2.65 7.87
C 0.30 -3.14 6.55
O 1.47 -3.79 5.95
C 1.11 -4.40 4.68
H -0.69 1.63 10.39
H 0.80 1.63 11.29
H -0.22 0.18 11.27
H 1.03 -1.39 10.36
H 2.48 -0.35 10.68
H 3.19 -1.98 9.06
H 3.08 -0.37 8.46
H -0.07 -2.48 8.52
H 1.49 -3.41 8.19
H -0.16 -2.37 5.93
H -0.47 -3.90 6.70
H 0.18 -4.05 4.23
H 1.05 -5.49 4.80
H 1.91 -4.12 4.01
C -4.78 -8.25 -3.43
O -5.47 -7.57 -4.41
C -5.47 -6.15 -4.44
C -6.41 -5.50 -3.38
O -6.01 -5.83 -2.00
C -4.79 -5.19 -1.59
C -4.42 -5.31 -0.03
O -4.60 -6.64 0.42
C -4.28 -6.70 1.82
H -4.90 -9.29 -3.71
H -5.32 -8.10 -2.49
H -3.75 -7.90 -3.35
H -5.90 -6.11 -5.44
H -4.47 -5.72 -4.43
H -7.45 -5.73 -3.59
H -6.39 -4.43 -3.56
H -4.78 -4.14 -1.88
H -3.95 -5.71 -2.05
H -5.15 -4.73 0.54
H -3.41 -4.90 0.08
H -4.81 -6.07 2.54
H -3.23 -6.49 2.03
H -4.43 -7.70 2.22